[1]
The following is a DFT calculation (wB97M-V/def2-TZVPD) of an isolated molecule of C4H3ClN2O2S.

CARTESIAN COORDINATES (ANGSTROEM)
C1 -1.18753 0.23576 -0.66531
C2 -0.50262 -0.73908 0.00296
C3 1.93754 1.74605 0.25595
C4 -1.22300 -2.06187 0.25245
N1 0.78113 -0.85187 0.28320
N2 0.82392 2.07226 -0.35497
O1 -1.92489 0.96558 -1.15101
O2 0.40467 3.17387 -0.77259
S1 2.00929 -0.00360 0.55415
Cl1 3.25310 2.71061 0.64137
H1 -2.34322 -1.92387 0.31327
H2 -1.02511 -2.79095 -0.54389
H3 -1.00327 -2.53288 1.18443

Atomic forces in eV per Å
C 0.501 0.964 0.637
C -0.896 -1.351 -0.239
C -1.427 -1.553 -0.489
C -2.423 0.273 -1.059
N 0.320 0.517 0.238
N -2.177 -0.505 -0.847
O 0.270 -0.419 -0.012
O 1.308 -0.533 0.762
S 1.742 1.687 0.214
Cl 1.005 0.592 0.325
H 1.044 -0.013 -0.365
H 0.000 0.241 0.116
H 0.731 0.100 0.719

The calculation puts the HOMO-LUMO gap (spin up / spin down) at 6.748 / 6.303 eV. As for the energy above the lowest of the compared OMol25 structures with the same formula, charge and spin: 209.2 kJ/mol.

Atom charges from the Löwdin analysis, given in e for atoms 1 to 6:
1. C -0.062
2. C -0.389
3. C -1.077
4. C -0.040
5. N -0.348
6. N -0.242

[2]
The following is a DFT calculation (wB97M-V/def2-TZVPD) of an isolated molecule of C4H3ClN2S.

CARTESIAN COORDINATES (ANGSTROEM)
C1 0.67704 0.23058 0.69500
C2 1.22283 1.58049 0.35953
C3 -0.57154 0.11449 -0.23359
C4 -1.77866 0.94372 -0.09294
H1 1.97742 -2.13285 0.93230
H2 0.57192 0.30669 1.77232
H3 0.07400 0.07554 -1.12217
N1 1.60916 2.46793 -0.50664
N2 -2.80754 1.48936 0.17575
S1 1.86642 -1.01777 -0.10882
Cl1 -1.25856 -1.58128 -0.11136

Atomic forces in eV per Å
C 0.490 1.135 -0.035
C 3.501 6.955 -8.739
C 0.288 -1.831 0.305
C -3.402 2.489 1.313
H -0.547 2.444 -1.966
H -0.347 -1.217 0.191
H -1.765 0.651 -0.863
N -3.349 -7.445 8.051
N 4.569 -2.240 -1.331
S 0.410 -1.374 3.001
Cl 0.154 0.434 0.073

As for the SMILES: N#C[C@H](S)[C@@H](Cl)C#N. The calculation puts the HOMO-LUMO gap at 9.930 eV. As for the energy above the lowest of the compared OMol25 structures with the same formula, charge and spin: 339.4 kJ/mol.

Atom charges from the Löwdin analysis, given in e for atoms 1 to 6:
1. C -0.635
2. C -0.201
3. C -0.697
4. C -0.238
5. H -0.015
6. H 0.111

[3]
The following is a DFT calculation (wB97M-V/def2-TZVPD) of an isolated molecule of C4H3ClS3.

CARTESIAN COORDINATES (ANGSTROEM)
C1 1.21250 -0.18008 1.28579
C2 0.53710 0.06976 -0.01764
C3 -0.79979 -0.09471 -0.12378
C4 -1.44376 0.14632 -1.42683
H1 2.37180 0.00858 1.33624
H2 0.91055 0.59021 2.01294
H3 0.95203 -1.20832 1.71521
S1 -2.92278 -0.18924 -1.77227
S2 -0.44907 0.89207 -2.64598
S3 1.31697 0.81062 -1.42529
Cl1 -1.68555 -0.84520 1.06159

Atomic forces in eV per Å
C 2.567 -0.163 1.212
C -0.500 0.865 -0.455
C 1.228 0.135 -2.157
C 2.346 0.628 1.079
H -2.071 -0.817 -0.713
H -0.495 -0.365 -0.183
H 0.464 1.477 -0.704
S -3.389 -0.705 -0.907
S 1.251 -0.273 1.361
S -0.404 -0.253 0.209
Cl -0.996 -0.528 1.258

As for the SMILES: Cc1ssc(=S)c1Cl. The calculation puts the HOMO-LUMO gap at 7.884 eV. As for the energy above the lowest of the compared OMol25 structures with the same formula, charge and spin: 26.2 kJ/mol.

Atom charges from the Löwdin analysis, given in e for atoms 1 to 6:
1. C -0.140
2. C -0.682
3. C -0.877
4. C -1.318
5. H 0.112
6. H 0.085

no.,F_max (Eh/bohr)
1,0.052
2,0.228
3,0.070